[1]
Entry from OMol25: a gas-phase ion, C27H53BrN7OS2Si (charge +1) in a non-equilibrium geometry (ωB97M-V/def2-TZVPD).

Its net charge is +1. The largest force on an atom comes out at 0.088 hartree/bohr. The calculation puts the total energy at -5178.500865 Ha.

CARTESIAN COORDINATES (ANGSTROEM)
1 C 3.866 2.238 -2.610
2 C 3.493 0.832 -3.302
3 C 1.970 0.362 -3.061
4 Br 1.736 -1.633 -3.242
5 N 1.373 0.890 -1.784
6 C 0.228 1.861 -1.974
7 C -1.153 1.131 -2.372
8 C -2.335 2.143 -1.885
9 S -3.999 1.338 -1.815
10 C -5.033 2.215 -0.519
11 S -4.301 3.242 0.615
12 N -6.495 2.093 -0.436
13 C -6.980 0.706 -0.707
14 C -6.185 -0.445 0.100
15 C -7.204 3.081 -1.304
16 C -7.454 4.470 -0.509
17 C 1.816 0.539 -0.566
18 N 2.962 -0.364 -0.453
19 C 2.609 -1.709 0.083
20 C 3.835 -2.689 -0.323
21 C 3.616 -4.139 -0.813
22 C 4.868 -4.976 -1.187
23 C 6.327 -4.460 -1.137
24 C 6.549 -3.001 -0.665
25 C 8.043 -2.386 -0.622
26 C 5.314 -2.158 -0.262
27 N 1.183 1.105 0.615
28 C -0.121 0.479 0.973
29 C -0.076 -0.746 1.994
30 O -1.478 -0.981 2.388
31 Si -1.920 -2.646 2.060
32 C -1.784 -3.067 0.168
33 C -3.759 -3.009 2.524
34 C -0.799 -3.821 3.123
35 C 2.114 1.308 1.758
36 C 1.556 2.437 2.807
37 N 2.805 2.960 3.497
38 N 0.943 3.607 2.138
39 N 0.709 1.859 3.885
40 H 4.406 1.987 -1.626
41 H 4.670 2.721 -3.284
42 H 2.946 2.894 -2.470
43 H 3.732 0.805 -4.432
44 H 4.162 0.017 -2.837
45 H 1.371 0.788 -3.951
46 H 0.136 2.612 -1.124
47 H 0.532 2.478 -2.904
48 H -1.251 1.078 -3.515
49 H -1.273 0.081 -1.945
50 H -2.372 3.042 -2.609
51 H -2.024 2.596 -0.869
52 H -7.020 0.492 -1.841
53 H -8.078 0.636 -0.352
54 H -6.897 -1.261 0.470
55 H -5.415 -0.878 -0.645
56 H -5.614 -0.013 0.994
57 H -8.252 2.715 -1.617
58 H -6.627 3.239 -2.284
59 H -6.586 5.204 -0.626
60 H -8.476 4.943 -0.753
61 H -7.507 4.178 0.605
62 H 3.773 0.062 0.008
63 H 1.640 -2.147 -0.329
64 H 2.512 -1.690 1.232
65 H 2.548 -4.539 -0.887
66 H 4.716 -6.048 -1.569
67 H 7.251 -5.060 -1.426
68 H 8.412 -2.300 0.454
69 H 8.089 -1.330 -1.081
70 H 8.742 -3.065 -1.232
71 H 5.531 -1.085 0.093
72 H -0.812 1.278 1.444
73 H -0.695 0.105 0.042
74 H 0.485 -0.561 2.967
75 H 0.265 -1.745 1.522
76 H -0.702 -2.932 -0.205
77 H -2.056 -4.166 -0.001
78 H -2.491 -2.434 -0.474
79 H -4.473 -2.264 2.010
80 H -4.105 -4.051 2.183
81 H -3.870 -2.865 3.660
82 H -0.276 -3.172 3.916
83 H 0.045 -4.161 2.405
84 H -1.367 -4.706 3.559
85 H 3.076 1.780 1.320
86 H 2.450 0.360 2.299
87 H 3.426 2.149 3.673
88 H 3.348 3.543 2.827
89 H 1.641 4.240 1.732
90 H 0.214 3.350 1.462
91 H -0.012 2.578 4.086
92 H 1.294 1.851 4.744

=====

[2]
Entry from OMol25: a single C5H7N molecule in a non-equilibrium geometry (ωB97M-V/def2-TZVPD).

Its net charge is 0. The largest force on an atom comes out at 0.025 hartree/bohr. As for the SMILES: C=C=NCC=C. The value obtained for the energy relative to the best compared isomer or geometry (same formula, charge and spin) is 334.9 kJ/mol. The calculation puts the total energy at -249.345691 Ha.

CARTESIAN COORDINATES (ANGSTROEM)
1 N 0.833 -0.012 1.869
2 C -0.392 0.098 1.791
3 C -1.483 0.214 1.060
4 C 0.176 -0.495 -0.552
5 C 1.254 -0.084 0.402
6 C 0.030 0.176 -1.689
7 H -1.709 1.183 0.633
8 H -2.158 -0.607 0.877
9 H -0.225 -1.502 -0.438
10 H 2.066 -0.802 0.248
11 H 1.620 0.916 0.138
12 H 0.353 1.213 -1.762
13 H -0.366 -0.297 -2.576

=====

[3]
Entry from OMol25: a single C5H12 molecule (ωB97M-V/def2-TZVPD).

Its net charge is 0. The largest force on an atom comes out at 0.012 hartree/bohr. As for the SMILES: CC(C)(C)C. The value obtained for the energy relative to the best compared isomer or geometry (same formula, charge and spin) is 19.5 kJ/mol. The calculation puts the total energy at -197.701732 Ha.

CARTESIAN COORDINATES (ANGSTROEM)
1 C 0.930 0.172 -1.254
2 C 0.050 0.036 0.014
3 C -1.066 -0.931 -0.407
4 C 0.777 -0.562 1.221
5 C -0.601 1.350 0.454
6 H 2.007 0.243 -1.082
7 H 0.658 1.046 -1.856
8 H 0.787 -0.707 -1.890
9 H -0.639 -1.903 -0.678
10 H -1.611 -0.527 -1.267
11 H -1.792 -1.103 0.393
12 H 1.392 -1.432 0.964
13 H 1.418 0.184 1.706
14 H 0.025 -0.891 1.951
15 H -1.424 1.119 1.142
16 H 0.110 1.998 0.979
17 H -1.022 1.908 -0.390

=====

[4]
Entry from OMol25: a gas-phase ion, C14H17N2O3 (charge +1) in a non-equilibrium geometry (ωB97M-V/def2-TZVPD).

Its net charge is +1. The largest force on an atom comes out at 0.074 hartree/bohr. As for the SMILES: CCCCOc1[nH]cc(OC(=O)c2ccccc2)[nH+]1. The value obtained for the energy relative to the best compared isomer or geometry (same formula, charge and spin) is 261.2 kJ/mol. The calculation puts the total energy at -878.573129 Ha.

CARTESIAN COORDINATES (ANGSTROEM)
1 C -1.152 -1.438 -2.791
2 C 0.192 -2.290 -2.744
3 C 0.489 -2.975 -1.357
4 C 0.520 -1.973 -0.128
5 O -0.503 -2.420 0.815
6 C -0.881 -1.433 1.679
7 N -0.756 -1.306 3.027
8 C -1.308 -0.024 3.406
9 C -1.766 0.562 2.173
10 O -2.360 1.779 1.883
11 C -1.724 2.347 0.726
12 O -2.396 2.854 -0.127
13 C -0.185 2.388 0.530
14 C 0.308 2.492 -0.874
15 C 1.756 2.544 -1.157
16 C 2.737 2.530 -0.043
17 C 2.265 2.418 1.357
18 C 0.814 2.332 1.617
19 N -1.509 -0.344 1.111
20 H -0.869 -0.363 -2.979
21 H -1.796 -1.519 -1.873
22 H -1.754 -1.762 -3.692
23 H 1.025 -1.631 -3.121
24 H 0.064 -3.132 -3.492
25 H 1.508 -3.451 -1.417
26 H -0.265 -3.780 -1.130
27 H 0.348 -0.938 -0.539
28 H 1.557 -1.967 0.317
29 H -0.326 -2.000 3.644
30 H -1.368 0.440 4.414
31 H -0.441 2.515 -1.705
32 H 2.127 2.601 -2.213
33 H 3.840 2.602 -0.253
34 H 3.045 2.411 2.164
35 H 0.439 2.220 2.667
36 H -1.678 -0.291 0.105

=====

[5]
Entry from OMol25: 2 unconnected molecules or ions with the total composition C7H7O2 in a non-equilibrium geometry (ωB97M-V/def2-TZVPD).

Its net charge is -1. The largest force on an atom comes out at 0.086 hartree/bohr. The value obtained for the energy relative to the best compared isomer or geometry (same formula, charge and spin) is 613.5 kJ/mol. The calculation puts the total energy at -421.235620 Ha.

CARTESIAN COORDINATES (ANGSTROEM)
1 C -1.100 0.453 0.229
2 C -1.602 0.688 1.305
3 C 0.861 0.092 -2.456
4 C 1.305 -1.588 -0.571
5 C 2.002 -0.339 -0.216
6 C 0.752 -0.299 -1.034
7 C -2.623 1.148 2.240
8 O 1.630 -0.729 -2.918
9 O 0.295 1.028 -2.938
10 H 1.644 -2.252 -1.272
11 H 0.846 -1.916 0.314
12 H 1.770 -0.013 0.809
13 H 2.937 -0.102 -0.729
14 H -3.624 1.058 1.874
15 H -2.455 2.245 2.264
16 H -2.638 0.527 3.097

=====

[6]
Entry from OMol25: 2 unconnected molecules or ions with the total composition C4H12 in a non-equilibrium geometry (ωB97M-V/def2-TZVPD).

Its net charge is 0. The largest force on an atom comes out at 0.036 hartree/bohr. As for the SMILES: CC.CC. The value obtained for the energy relative to the best compared isomer or geometry (same formula, charge and spin) is 27.7 kJ/mol. The calculation puts the total energy at -159.574413 Ha.

CARTESIAN COORDINATES (ANGSTROEM)
1 C 1.841 -1.379 1.090
2 C 1.895 -1.465 -0.428
3 H 2.386 -0.532 1.504
4 H 0.885 -1.419 1.619
5 H 2.298 -2.292 1.486
6 H 2.877 -1.304 -0.862
7 H 1.441 -2.378 -0.814
8 H 1.249 -0.683 -0.849
9 C -1.615 2.102 0.005
10 C -2.096 0.826 -0.653
11 H -0.872 2.529 -0.674
12 H -2.440 2.799 0.116
13 H -1.141 1.881 0.957
14 H -2.390 0.955 -1.698
15 H -2.912 0.383 -0.066
16 H -1.406 -0.022 -0.734

=====

[7]
Entry from OMol25: a molecular structure, NO3Rb3 in a non-equilibrium geometry (ωB97M-V/def2-TZVPD).

Its net charge is +2. The largest force on an atom comes out at 0.066 hartree/bohr. The value obtained for the energy relative to the best compared isomer or geometry (same formula, charge and spin) is 0.0 kJ/mol. The calculation puts the total energy at -352.185676 Ha.

CARTESIAN COORDINATES (ANGSTROEM)
1 Rb 0.165 -2.288 1.832
2 Rb -3.559 -0.638 -0.189
3 Rb 3.005 0.043 -1.291
4 N 0.094 0.776 -0.125
5 O -1.016 0.317 0.157
6 O 0.379 1.421 -1.100
7 O 0.933 0.370 0.715

=====

[8]
Entry from OMol25: a single C4H4F2O2 molecule in a non-equilibrium geometry (ωB97M-V/def2-TZVPD).

Its net charge is 0. The largest force on an atom comes out at 0.166 hartree/bohr. As for the SMILES: C=C(F)[C@@H](F)C(=O)O. The value obtained for the energy relative to the best compared isomer or geometry (same formula, charge and spin) is 186.8 kJ/mol. The calculation puts the total energy at -504.956746 Ha.

CARTESIAN COORDINATES (ANGSTROEM)
1 C 0.861 -0.758 -0.575
2 C 0.329 0.571 -0.692
3 C -0.986 0.216 0.054
4 C -1.214 0.793 1.280
5 H 2.083 -2.020 0.256
6 H 0.155 0.797 -1.824
7 H -0.519 1.285 1.861
8 H -2.214 0.524 1.605
9 O 1.676 -1.097 0.492
10 O 0.773 -1.481 -1.657
11 F 0.967 1.583 -0.114
12 F -1.910 -0.414 -0.685

=====

> Look up the net charge of the second one.

0

=====

> net charge of number 1 (C27H53BrN7OS2Si)?

+1

=====

What did the second record say?
Entry from OMol25: a single C5H7N molecule in a non-equilibrium geometry (ωB97M-V/def2-TZVPD).

Its net charge is 0. The largest force on an atom comes out at 0.025 hartree/bohr. As for the SMILES: C=C=NCC=C. The value obtained for the energy relative to the best compared isomer or geometry (same formula, charge and spin) is 334.9 kJ/mol. The calculation puts the total energy at -249.345691 Ha.

CARTESIAN COORDINATES (ANGSTROEM)
1 N 0.833 -0.012 1.869
2 C -0.392 0.098 1.791
3 C -1.483 0.214 1.060
4 C 0.176 -0.495 -0.552
5 C 1.254 -0.084 0.402
6 C 0.030 0.176 -1.689
7 H -1.709 1.183 0.633
8 H -2.158 -0.607 0.877
9 H -0.225 -1.502 -0.438
10 H 2.066 -0.802 0.248
11 H 1.620 0.916 0.138
12 H 0.353 1.213 -1.762
13 H -0.366 -0.297 -2.576

=====

> The highest total energy belongs to which entry?

C4H12